1.
{"formula": "C31H28N7O5SSn", "method": "the ωB97M-V functional and the def2-TZVPD basis", "species": ["Sn", "O", "C", "O", "C", "C", "C", "C", "C", "N", "C", "O", "O", "H", "H", "H", "H", "H", "S", "C", "N", "N", "C", "C", "C", "C", "C", "C", "N", "N", "C", "C", "C", "C", "C", "C", "H", "H", "H", "H", "H", "H", "H", "H", "H", "H", "H", "C", "N", "N", "C", "O", "C", "C", "C", "C", "C", "C", "C", "C", "C", "H", "H", "H", "H", "H", "H", "H", "H", "H", "H", "H", "H"], "coordinates": [[-0.31, -2.59, 0.09], [-0.80, -2.45, -4.51], [-0.42, -2.41, -3.27], [-0.96, -1.76, -2.39], [0.79, -3.26, -2.99], [1.38, -4.09, -3.94], [2.48, -4.83, -3.56], [2.98, -4.71, -2.27], [2.33, -3.85, -1.39], [1.24, -3.17, -1.74], [2.74, -3.57, 0.03], [3.91, -3.93, 0.49], [1.96, -2.98, 0.75], [-1.59, -1.91, -4.68], [0.98, -4.13, -4.94], [2.96, -5.50, -4.26], [3.84, -5.29, -1.97], [4.51, -4.35, -0.14], [0.30, -0.13, -0.09], [0.57, 0.12, 3.45], [0.89, 1.26, 3.82], [0.57, 2.42, 3.39], [1.07, 3.61, 3.95], [2.03, 3.61, 4.95], [2.50, 4.82, 5.44], [2.00, 6.02, 4.93], [1.03, 6.01, 3.94], [0.56, 4.81, 3.45], [0.58, -1.09, 3.43], [0.19, -2.19, 3.02], [0.72, -3.33, 3.63], [1.80, -3.30, 4.52], [2.25, -4.48, 5.07], [1.62, -5.68, 4.77], [0.54, -5.71, 3.89], [0.09, -4.54, 3.31], [-0.07, 2.51, 2.62], [2.42, 2.68, 5.35], [3.25, 4.83, 6.21], [2.38, 6.96, 5.31], [0.63, 6.94, 3.56], [-0.20, 4.79, 2.68], [2.28, -2.36, 4.75], [3.10, -4.46, 5.75], [1.95, -6.60, 5.24], [0.04, -6.65, 3.68], [-0.78, -4.53, 2.67], [-2.21, 3.46, -4.42], [-1.40, 2.55, -3.63], [-1.87, 1.86, -2.55], [-0.84, 1.16, -2.03], [-1.08, 0.40, -0.97], [0.30, 1.41, -2.78], [-0.09, 2.28, -3.79], [0.72, 2.88, -4.88], [-3.25, 1.87, -2.15], [-3.59, 2.32, -0.88], [-4.93, 2.37, -0.52], [-5.91, 1.99, -1.43], [-5.56, 1.52, -2.69], [-4.22, 1.45, -3.05], [-2.99, 3.90, -3.80], [-2.68, 2.95, -5.26], [-1.58, 4.25, -4.80], [1.28, 1.00, -2.60], [1.69, 2.41, -4.92], [0.86, 3.95, -4.72], [0.22, 2.76, -5.84], [-2.81, 2.64, -0.20], [-5.21, 2.72, 0.46], [-6.95, 2.05, -1.15], [-6.32, 1.22, -3.39], [-3.93, 1.05, -4.01]], "homo_ev": [-14.760, -14.768], "total_charge": 3, "gap_ev": [5.36, 5.38]}

***

2.
{"formula": "C31H29BCoN7O6", "method": "the ωB97M-V functional and the def2-TZVPD basis", "species": ["Co", "O", "C", "O", "C", "C", "C", "C", "C", "N", "C", "O", "O", "H", "H", "H", "H", "H", "C", "C", "N", "C", "C", "N", "C", "C", "C", "C", "C", "N", "C", "C", "N", "C", "C", "N", "C", "C", "C", "N", "C", "C", "H", "H", "H", "H", "H", "H", "H", "H", "H", "H", "H", "H", "C", "C", "C", "O", "B", "O", "C", "C", "C", "H", "H", "H", "H", "H", "H", "H", "H", "H", "H", "H", "H"], "coordinates": [[-0.14, 1.55, -0.65], [-1.43, 3.54, -4.14], [-0.89, 2.94, -3.09], [-1.55, 2.56, -2.13], [0.57, 2.77, -3.12], [1.40, 3.23, -4.10], [2.80, 3.02, -3.95], [3.27, 2.39, -2.82], [2.38, 1.93, -1.85], [1.02, 2.10, -2.03], [2.68, 1.23, -0.63], [3.94, 0.97, -0.25], [1.77, 0.84, 0.13], [-2.39, 3.59, -3.99], [0.99, 3.74, -4.96], [3.49, 3.38, -4.70], [4.34, 2.25, -2.70], [4.57, 1.34, -0.88], [-2.51, -0.79, -3.39], [-1.29, -0.41, -2.95], [-0.99, -0.38, -1.56], [-2.13, -0.59, -0.72], [-3.32, -0.99, -1.27], [-3.54, -1.15, -2.58], [-1.97, -0.16, 0.67], [-2.58, -0.72, 1.78], [-2.38, -0.16, 3.04], [-1.58, 0.99, 3.12], [-1.00, 1.49, 1.98], [-1.18, 0.91, 0.79], [-0.18, 2.73, 1.87], [0.22, 3.52, 2.93], [0.91, 4.65, 2.75], [1.20, 4.98, 1.50], [0.84, 4.19, 0.42], [0.16, 3.07, 0.61], [-2.98, -0.77, 4.26], [-3.73, -1.94, 4.20], [-4.25, -2.47, 5.37], [-4.07, -1.94, 6.57], [-3.36, -0.81, 6.63], [-2.80, -0.20, 5.52], [-2.70, -0.83, -4.46], [-0.47, -0.18, -3.61], [-4.17, -1.14, -0.61], [-3.18, -1.61, 1.64], [-1.42, 1.49, 4.06], [-0.01, 3.25, 3.95], [1.74, 5.91, 1.34], [1.10, 4.44, -0.60], [-3.93, -2.44, 3.27], [-4.84, -3.39, 5.33], [-3.23, -0.38, 7.61], [-2.25, 0.71, 5.66], [3.45, -2.28, -1.61], [1.97, -2.56, -1.65], [1.66, -3.57, -2.75], [1.28, -1.33, -2.02], [0.16, -1.29, -1.26], [0.06, -2.21, -0.27], [1.34, -2.93, -0.26], [1.02, -4.40, -0.08], [2.12, -2.41, 0.93], [3.80, -2.01, -2.60], [3.99, -3.18, -1.29], [3.70, -1.47, -0.92], [2.02, -3.17, -3.70], [0.59, -3.75, -2.84], [2.16, -4.52, -2.57], [0.31, -4.75, -0.83], [0.58, -4.56, 0.90], [1.93, -5.00, -0.15], [2.28, -1.33, 0.86], [3.09, -2.90, 1.02], [1.56, -2.62, 1.84]], "homo_ev": [-8.704, -12.040], "multiplicity": 4, "total_charge": 1, "s_squared": 3.82, "gap_ev": [5.07, 8.19]}

***

3.
{"formula": "C31H29BFN8O6OsS3", "method": "the ωB97M-V functional and the def2-TZVPD basis", "species": ["Os", "C", "N", "C", "C", "N", "B", "N", "C", "C", "N", "C", "C", "S", "C", "S", "H", "H", "H", "H", "H", "H", "H", "H", "H", "H", "H", "H", "O", "C", "O", "C", "C", "C", "C", "C", "C", "H", "H", "H", "H", "H", "F", "C", "C", "N", "C", "C", "O", "O", "C", "O", "N", "C", "O", "H", "H", "H", "H", "S", "C", "C", "C", "N", "C", "C", "C", "C", "C", "N", "C", "C", "H", "H", "H", "H", "H", "H", "H", "H"], "coordinates": [[-1.01, 0.28, 0.14], [0.43, 1.74, 4.66], [1.04, 0.55, 4.08], [2.30, 0.06, 4.35], [2.44, -1.08, 3.65], [1.27, -1.30, 2.95], [0.99, -2.54, 2.06], [1.91, -2.43, 0.78], [2.78, -3.41, 0.35], [3.43, -2.95, -0.74], [2.96, -1.68, -0.98], [3.41, -0.79, -2.04], [2.04, -1.37, -0.04], [1.33, 0.22, 0.07], [0.43, -0.29, 3.21], [-1.17, -0.04, 2.63], [1.18, 2.24, 5.27], [-0.41, 1.46, 5.28], [0.09, 2.41, 3.87], [2.97, 0.57, 5.02], [3.26, -1.77, 3.60], [-0.16, -2.54, 1.73], [1.31, -3.55, 2.64], [2.84, -4.36, 0.85], [4.19, -3.41, -1.36], [3.97, -1.37, -2.77], [4.05, 0.00, -1.64], [2.55, -0.33, -2.52], [-0.13, 3.48, 2.03], [-0.42, 3.41, 0.87], [-0.80, 2.36, 0.21], [-0.31, 4.69, -0.07], [0.17, 5.84, 0.75], [0.20, 7.16, 0.41], [-0.16, 7.76, -0.81], [-0.78, 7.16, -1.93], [-1.38, 5.95, -2.01], [0.52, 5.56, 1.73], [0.61, 7.82, 1.16], [0.09, 8.81, -0.92], [-0.77, 7.74, -2.85], [-1.77, 5.61, -2.96], [-2.44, 5.73, 0.11], [-1.64, 5.07, -0.80], [-2.50, 3.96, -1.30], [-2.15, 2.92, -1.94], [-3.20, 1.94, -2.35], [-3.81, 1.18, -1.15], [-5.01, 1.19, -1.08], [-3.00, 0.60, -0.32], [-0.75, 2.46, -2.07], [-0.58, 1.30, -2.27], [0.26, 3.39, -2.14], [0.70, 4.33, -1.17], [1.80, 4.76, -1.24], [-3.57, 4.09, -1.16], [-2.76, 1.24, -3.05], [-4.01, 2.49, -2.82], [1.05, 3.03, -2.67], [-2.39, -6.05, -1.09], [-2.02, -4.33, -0.85], [-2.80, -3.58, 0.02], [-2.47, -2.26, 0.26], [-1.40, -1.68, -0.31], [-0.69, -2.39, -1.20], [-0.96, -3.71, -1.49], [-0.73, -6.68, -0.84], [-0.28, -6.90, 0.45], [1.03, -7.35, 0.61], [1.85, -7.59, -0.41], [1.39, -7.40, -1.64], [0.10, -6.95, -1.92], [-3.65, -4.02, 0.53], [-3.03, -1.67, 0.96], [0.14, -1.88, -1.67], [-0.33, -4.24, -2.19], [-0.91, -6.71, 1.30], [1.42, -7.53, 1.60], [2.08, -7.62, -2.45], [-0.24, -6.82, -2.93]], "homo_ev": [-9.557, -10.745], "multiplicity": 5, "total_charge": 1, "s_squared": 6.06, "gap_ev": [5.31, 6.45]}

***

Energy above the lowest of the compared OMol25 structures with the same formula, charge and spin, record by record: 206.8, 16.9, 255.7 kJ/mol
E_tot, record by record: -69909.350, -93635.906, -95185.042 eV